Record 1
122
Properties=species:S:1:pos:R:3:mulliken_spin:R:1 method="wB97M-V/def2-TZVPD" gap_ev="7.8 / 7.0" s_squared=2.00 multiplicity=3 fmax_ev_per_a=2.298 charge=0 e_above_lowest_ev=0.000
Pt -2.878 1.253 -1.071 1.563
B -3.454 2.751 0.576 -0.071
H -4.550 2.284 0.520 0.007
H -3.281 3.234 -0.485 0.026
H -3.469 3.624 1.360 0.008
H -2.650 1.895 0.735 0.123
C 1.028 -0.883 0.163 0.024
C 0.069 0.284 0.428 -0.021
C 0.801 1.636 0.468 -0.014
O -1.045 0.242 -0.369 0.176
H 0.427 -1.803 0.165 0.004
H 1.757 -0.917 0.970 -0.001
H 1.404 -0.896 -0.866 0.000
H -0.220 0.135 1.495 -0.007
H 1.523 1.660 1.285 0.000
H 0.078 2.454 0.489 0.008
H 1.348 1.801 -0.471 0.000
C -2.686 -3.726 -2.652 0.000
C -4.138 -3.244 -2.585 0.000
C -4.373 -2.039 -3.500 0.000
S -2.750 -1.229 -3.613 0.014
O -2.785 -0.021 -2.822 0.011
O -2.353 -1.301 -4.994 0.008
C -1.866 -2.438 -2.654 -0.002
H -2.384 -4.224 -3.584 0.000
H -2.404 -4.433 -1.876 0.000
H -4.365 -3.029 -1.537 0.000
H -4.887 -4.003 -2.821 0.000
H -5.151 -1.357 -3.170 0.000
H -4.590 -2.354 -4.519 0.000
H -2.006 -2.021 -1.645 -0.002
H -0.800 -2.389 -2.863 0.002
C -2.858 -0.179 2.863 -0.012
C -2.296 -1.598 2.630 0.006
C -2.837 -2.157 1.299 -0.003
S -4.353 -1.224 0.998 0.024
O -5.575 -1.955 0.862 0.011
O -4.036 -0.320 -0.110 0.011
C -4.329 -0.284 2.554 -0.002
H -2.457 0.495 2.103 0.031
H -2.626 0.182 3.861 0.000
H -2.622 -2.250 3.448 0.001
H -1.216 -1.569 2.745 0.000
H -3.157 -3.198 1.293 0.000
H -2.088 -1.940 0.538 -0.002
H -4.801 -0.927 3.305 0.000
H -4.957 0.589 2.388 0.002
C 1.301 -1.517 3.922 0.001
C 0.455 -0.986 5.077 0.000
C 1.469 -0.508 6.092 0.000
S 2.853 -1.673 6.125 0.000
O 2.627 -2.722 7.088 0.000
O 4.089 -0.931 6.074 0.000
C 2.541 -2.249 4.423 0.000
H 1.594 -0.655 3.306 0.000
H 0.803 -2.116 3.155 -0.001
H -0.216 -1.773 5.445 0.000
H -0.252 -0.194 4.828 0.000
H 1.220 -0.121 7.077 0.000
H 2.005 0.323 5.614 0.000
H 2.385 -3.329 4.398 0.000
H 3.439 -2.098 3.828 0.000
C 1.116 2.074 -4.723 0.000
C 1.431 2.187 -3.235 0.004
C 0.768 3.464 -2.790 -0.002
S -0.863 3.343 -3.492 0.019
O -1.438 4.639 -3.769 0.004
O -1.620 2.449 -2.639 0.052
C -0.380 2.382 -4.954 0.002
H 1.299 1.066 -5.111 0.000
H 1.779 2.669 -5.352 0.000
H 2.516 2.198 -3.099 0.000
H 1.119 1.318 -2.650 -0.003
H 1.327 4.318 -3.177 0.000
H 0.625 3.637 -1.722 0.000
H -0.533 3.046 -5.802 0.000
H -1.040 1.519 -4.951 0.000
C 5.130 -2.072 -2.131 0.000
C 4.940 -1.986 -0.612 -0.002
C 5.047 -3.359 0.031 0.000
S 5.789 -4.515 -1.104 0.000
O 4.843 -5.581 -1.341 0.000
O 7.141 -4.801 -0.698 0.000
C 5.833 -3.390 -2.564 0.000
H 5.801 -1.282 -2.487 0.000
H 4.251 -1.841 -2.722 0.000
H 3.976 -1.522 -0.393 0.001
H 5.658 -1.318 -0.132 0.000
H 4.042 -3.717 0.257 0.000
H 5.623 -3.386 0.954 0.000
H 5.274 -3.840 -3.380 0.000
H 6.873 -3.182 -2.790 0.000
N -2.176 5.979 1.330 0.000
C -2.505 6.950 0.439 0.000
C -1.343 7.511 -0.046 0.000
C -0.269 6.811 0.577 0.000
C -0.814 5.835 1.370 0.000
H -2.847 5.321 1.682 0.000
H -3.549 7.156 0.269 0.000
H -1.307 8.381 -0.679 0.000
H 0.788 6.986 0.459 0.000
H -0.387 5.063 1.990 0.000
N -1.754 2.955 3.483 -0.004
C -2.368 3.613 4.518 0.000
C -1.501 3.619 5.585 0.000
C -0.315 2.931 5.192 0.000
C -0.517 2.570 3.879 -0.001
H -2.106 2.843 2.541 0.006
H -3.396 3.933 4.504 0.000
H -1.814 3.769 6.608 0.000
H 0.563 2.680 5.762 0.000
H 0.233 2.165 3.217 0.001
N 2.956 -3.232 -5.403 0.000
C 2.861 -4.531 -4.995 0.000
C 2.292 -4.523 -3.727 0.000
C 2.097 -3.174 -3.383 -0.001
C 2.378 -2.399 -4.478 0.000
H 3.362 -2.948 -6.277 0.000
H 3.315 -5.338 -5.544 0.000
H 2.247 -5.341 -3.027 0.000
H 1.772 -2.829 -2.412 0.001
H 2.324 -1.335 -4.638 0.000


Record 2
17
Properties=species:S:1:pos:R:3:nbo_charge:R:1 method="wB97M-V/def2-TZVPD" gap_ev=9.4 fmax_ev_per_a=5.820 charge=0 e_above_lowest_ev=7.902
C 0.812 -0.354 -0.346 -0.075
C 0.732 1.292 -0.116 -0.391
C -0.899 1.503 0.209 -0.200
C -1.652 -1.215 -0.100 -0.201
C -0.302 -0.701 0.537 -0.159
H 2.445 -1.808 0.254 0.381
H 2.635 0.280 0.848 0.346
H 0.570 -0.661 -1.385 0.221
H 1.178 1.541 0.763 0.180
H 0.956 2.041 -0.942 0.220
H -1.213 1.485 1.221 0.187
H -1.357 2.334 -0.517 0.202
H -2.405 -1.553 0.730 0.192
H -1.575 -2.000 -1.048 0.200
H -0.357 -0.889 1.734 0.216
N 2.190 -0.667 -0.023 -0.869
N -1.193 0.106 -0.371 -0.450


Record 3
84
Properties=species:S:1:pos:R:3:mulliken_charge:R:1 method="wB97M-V/def2-TZVPD" gap_ev=7.3 smiles="N=P(O)(O)C1=C(CCCBr)C(=O)OC1=O.O=C1C=CC(=O)C=C1.O=C1C=CC(=O)C=C1.O=C1C=CC(=O)C=C1.O=C1C=CC(=O)C=C1.O=C1C=CC(=O)C=C1" fmax_ev_per_a=2.504 charge=0
N -3.085 -3.330 3.018 -0.894
P -3.992 -2.117 2.635 1.376
O -4.274 -2.038 1.034 -0.523
O -5.430 -2.359 3.409 -0.542
C -3.247 -0.544 3.224 -0.241
C -1.947 -0.187 3.248 0.530
C -0.720 -0.975 2.750 -0.419
C 0.225 0.020 1.981 -0.806
C 0.565 -0.430 0.536 -0.844
Br -0.933 -0.083 -0.717 -0.156
C -1.892 1.219 3.892 0.041
O -0.930 1.839 4.094 -0.465
O -3.156 1.650 4.254 -0.332
C -4.011 0.648 3.798 0.477
O -5.170 0.790 3.847 -0.505
H -2.260 -2.963 3.490 0.265
H -4.896 -1.292 0.849 0.417
H -5.812 -1.505 3.690 0.345
H -0.166 -1.432 3.595 0.309
H -1.079 -1.758 2.051 0.438
H 1.180 0.090 2.542 0.366
H -0.177 1.048 1.899 0.432
H 0.948 -1.462 0.453 0.300
H 1.372 0.250 0.188 0.481
C 4.327 -3.289 -0.270 -0.417
C 5.263 -2.775 -1.064 0.141
C 4.975 -2.448 -2.479 0.573
O 5.832 -1.981 -3.203 -0.571
C 3.605 -2.713 -2.979 -0.495
C 2.669 -3.228 -2.185 -0.367
C 2.957 -3.555 -0.768 0.282
O 2.102 -4.021 -0.043 -0.580
H 4.521 -3.534 0.767 0.464
H 6.263 -2.576 -0.716 0.075
H 3.414 -2.467 -4.016 0.429
H 1.663 -3.429 -2.533 0.472
C -8.431 -1.558 -0.604 -0.483
C -9.286 -2.471 -1.059 -0.388
C -9.357 -3.825 -0.459 0.270
O -10.134 -4.657 -0.875 -0.537
C -8.440 -4.121 0.667 -0.511
C -7.584 -3.207 1.122 -0.077
C -7.516 -1.856 0.521 0.614
O -6.736 -1.013 0.933 -0.652
H -8.365 -0.565 -1.030 0.428
H -9.963 -2.271 -1.880 0.407
H -8.505 -5.113 1.093 0.439
H -6.908 -3.405 1.942 0.431
C -4.046 2.316 -4.307 -0.451
C -2.808 1.978 -3.953 -0.392
C -1.927 2.931 -3.240 0.498
O -0.796 2.623 -2.918 -0.507
C -2.474 4.273 -2.935 -0.189
C -3.712 4.612 -3.289 -0.406
C -4.595 3.659 -4.003 0.268
O -5.724 3.965 -4.325 -0.553
H -4.705 1.633 -4.829 0.427
H -2.391 1.001 -4.166 0.462
H -1.815 4.956 -2.412 0.395
H -4.128 5.589 -3.075 0.451
C 1.069 5.222 -1.080 -0.117
C 2.306 4.883 -0.725 -0.452
C 3.190 5.835 -0.012 0.275
O 4.318 5.527 0.310 -0.545
C 2.642 7.178 0.293 -0.453
C 1.405 7.517 -0.061 -0.436
C 0.522 6.565 -0.775 0.579
O -0.609 6.873 -1.097 -0.548
H 0.410 4.540 -1.603 0.411
H 2.721 3.906 -0.940 0.470
H 3.301 7.860 0.815 0.403
H 0.988 8.494 0.152 0.414
C 10.301 -1.890 -0.658 -0.623
C 9.026 -2.209 -0.449 -0.160
C 8.574 -2.756 0.854 0.712
O 7.410 -3.051 1.051 -0.520
C 9.596 -2.932 1.913 -0.490
C 10.871 -2.613 1.703 -0.412
C 11.323 -2.067 0.402 0.310
O 12.484 -1.774 0.211 -0.536
H 10.650 -1.491 -1.601 0.433
H 8.269 -2.085 -1.213 0.466
H 9.247 -3.331 2.856 0.418
H 11.630 -2.736 2.465 0.401


Record 4
90
Properties=species:S:1:pos:R:3:mulliken_charge:R:1 method="wB97M-V/def2-TZVPD" gap_ev=10.1 smiles=OCCO.OCCO.OCCO.OCCO.OCCO.OCCO.OCCO.OCCO.OCCO fmax_ev_per_a=1.956 charge=0 e_above_lowest_ev=0.975
C -4.334 25.569 9.808 1.862
C -5.102 26.389 10.810 -0.715
O -4.270 26.735 11.919 -0.559
O -3.969 24.310 10.362 -0.635
H -3.434 26.104 9.488 -0.645
H -4.884 25.454 8.867 -0.610
H -5.973 25.830 11.168 0.288
H -5.434 27.340 10.394 0.365
H -3.932 25.908 12.276 0.330
H -4.523 23.622 9.971 0.253
C -0.483 27.642 8.287 0.495
C 0.585 27.868 9.298 -0.556
O 1.818 28.042 8.581 -0.551
O -0.564 28.717 7.362 -0.501
H -1.435 27.476 8.797 -0.124
H -0.283 26.731 7.711 -0.143
H 0.702 27.062 10.022 0.319
H 0.344 28.792 9.842 0.370
H 2.489 28.403 9.167 0.301
H 0.230 29.252 7.454 0.360
C -2.173 24.559 6.931 0.728
C -2.688 23.337 6.200 -0.986
O -1.746 22.840 5.230 -0.626
O -1.438 24.272 8.104 -0.212
H -3.094 25.095 7.203 -0.580
H -1.612 25.260 6.307 0.294
H -3.615 23.555 5.662 0.449
H -2.868 22.505 6.881 0.364
H -1.937 23.270 4.391 0.317
H -0.826 23.542 7.962 0.289
C -0.591 23.272 0.786 -0.502
C -0.922 22.225 -0.267 -0.199
O -0.271 22.575 -1.462 -0.531
O -1.112 23.076 2.088 -0.347
H -0.897 24.238 0.367 0.259
H 0.496 23.416 0.855 0.333
H -2.001 22.163 -0.422 0.103
H -0.692 21.225 0.133 0.287
H 0.659 22.338 -1.403 0.328
H -0.436 22.636 2.611 0.246
C -0.151 22.984 11.482 -0.440
C -0.714 24.227 12.179 -0.411
O -1.444 25.043 11.328 -0.294
O 0.464 23.323 10.262 -0.554
H -1.013 22.316 11.281 0.190
H 0.507 22.420 12.139 0.385
H 0.154 24.763 12.596 0.322
H -1.219 23.985 13.130 0.326
H -2.209 24.583 10.951 0.229
H -0.179 23.823 9.748 0.361
C -3.490 27.982 5.602 0.282
C -3.052 27.772 4.176 -0.458
O -3.058 29.041 3.513 -0.540
O -4.907 27.989 5.719 -0.599
H -3.030 28.922 5.915 0.419
H -3.051 27.210 6.233 -0.355
H -3.715 27.089 3.635 0.234
H -2.047 27.337 4.131 0.401
H -2.363 29.070 2.852 0.308
H -5.216 28.879 5.526 0.306
C -5.505 19.931 1.335 -0.408
C -4.352 20.914 1.334 -0.347
O -3.876 21.061 2.677 -0.423
O -5.115 18.579 1.189 -0.534
H -6.194 20.186 0.529 0.313
H -6.056 20.055 2.273 0.229
H -4.749 21.876 0.986 0.372
H -3.492 20.598 0.739 0.277
H -3.257 21.798 2.643 0.218
H -4.291 18.452 1.671 0.310
C -6.127 20.965 8.771 -0.540
C -5.315 21.018 7.508 0.544
O -4.242 20.105 7.582 -0.569
O -5.338 21.679 9.770 -0.427
H -6.244 19.940 9.116 0.358
H -7.080 21.490 8.702 0.274
H -5.000 22.062 7.361 -0.596
H -5.899 20.847 6.606 0.350
H -3.808 20.211 8.436 0.328
H -5.407 21.245 10.625 0.216
C -6.584 24.976 6.663 0.479
C -7.713 24.030 6.402 -0.805
O -7.244 22.860 5.759 -0.489
O -6.066 25.444 5.421 -0.547
H -5.793 24.449 7.216 -0.398
H -6.906 25.831 7.268 0.489
H -8.460 24.524 5.768 0.295
H -8.226 23.787 7.334 0.359
H -6.581 23.103 5.104 0.348
H -5.763 26.353 5.569 0.293


Record 5
80
Properties=species:S:1:pos:R:3:mulliken_spin:R:1 method="wB97M-V/def2-TZVPD" gap_ev="2.8 / 2.9" s_squared=6.10 multiplicity=5 fmax_ev_per_a=7.534 charge=+2
Ru 2.551 0.089 -1.535 0.928
C -1.810 -0.038 3.264 0.390
C -1.695 1.283 2.734 0.360
C -3.445 0.237 1.677 0.241
C -2.886 -0.681 2.588 0.328
C -2.770 1.472 1.803 0.391
C -0.998 -0.677 4.316 0.023
H -0.252 0.006 4.742 -0.002
H -0.460 -1.561 3.931 0.024
H -1.625 -1.031 5.154 0.021
C -3.378 -2.049 2.829 0.020
H -2.760 -2.574 3.566 -0.003
H -3.373 -2.629 1.895 0.022
H -4.415 -2.043 3.203 0.028
C -4.623 0.003 0.824 0.011
H -5.572 0.153 1.367 0.033
H -4.607 -1.022 0.434 0.008
H -4.616 0.696 -0.027 0.002
C -3.230 2.723 1.161 0.014
H -4.217 3.069 1.564 0.035
H -3.413 2.602 0.075 0.017
H -2.486 3.515 1.315 -0.005
C -0.684 2.290 3.124 -0.008
H -1.132 3.119 3.694 0.025
H -0.185 2.712 2.240 0.024
H 0.099 1.847 3.749 -0.002
C 4.270 -0.778 -1.905 -0.089
C 4.096 -0.516 -0.497 0.060
C 4.826 0.588 0.240 0.030
C 4.295 1.962 -0.248 0.032
C 3.037 1.878 -1.039 -0.007
C 3.017 1.671 -2.482 -0.016
C 4.308 1.440 -3.203 0.018
C 5.066 0.133 -2.790 0.058
H 5.927 0.531 0.107 -0.008
H 5.056 2.484 -0.841 0.002
H 4.682 0.510 1.333 -0.002
H 6.067 0.395 -2.400 0.000
H 4.203 -1.829 -2.226 -0.002
H 3.786 -1.344 0.153 -0.052
H 5.201 -0.473 -3.713 0.001
H 4.068 1.338 -4.276 -0.003
H 2.281 2.242 -3.017 -0.004
H 4.978 2.317 -3.123 -0.002
H 4.083 2.564 0.648 -0.015
H 2.237 2.509 -0.671 0.063
P 1.138 -1.411 1.128 0.769
C 1.916 -3.059 1.032 -0.005
C 2.058 -0.650 2.505 0.017
P -1.532 2.973 -1.372 -0.050
C 1.093 -1.252 -2.194 0.146
C -0.242 4.252 -1.365 0.003
C -1.171 2.149 -2.926 -0.003
H 1.078 -3.716 0.732 0.025
H 2.313 -3.351 2.014 0.005
H 2.679 -3.112 0.252 0.026
H 2.867 -0.018 2.134 0.051
H 2.427 -1.397 3.216 0.007
H 1.299 0.008 2.963 -0.022
H -0.087 2.112 -3.019 0.002
H -1.630 2.736 -3.736 -0.003
H -1.544 1.101 -2.931 0.001
H 1.659 -2.188 -2.305 0.008
H 0.968 -0.859 -3.221 0.029
H -0.666 5.263 -1.372 -0.001
H 0.446 4.121 -2.207 0.001
H 0.288 4.113 -0.400 -0.001
O -0.631 -2.702 -0.840 0.006
B -0.305 -1.528 -1.582 -0.019
O -1.524 -0.968 -2.078 0.010
C -2.530 -1.846 -1.727 -0.010
C -3.823 -1.933 -2.198 -0.002
C -4.572 -3.061 -1.859 0.002
C -4.031 -4.071 -1.059 0.001
C -2.731 -3.975 -0.568 -0.012
C -1.986 -2.873 -0.939 0.033
H -4.228 -1.137 -2.826 0.000
H -5.590 -3.163 -2.224 0.000
H -4.629 -4.950 -0.817 0.000
H -2.274 -4.741 0.054 0.000


Record 6
80
Properties=species:S:1:pos:R:3:nbo_charge:R:1 method="wB97M-V/def2-TZVPD" gap_ev=9.2 fmax_ev_per_a=0.348 charge=0 e_above_lowest_ev=0.232
C 1.018 -6.652 1.675 -0.665
C 1.490 -6.637 3.102 0.034
C 2.488 -5.879 3.539 -0.212
C 3.312 -4.931 2.726 -0.422
H 4.366 -5.087 2.974 0.210
H 3.185 -5.123 1.661 0.207
C 2.963 -3.458 3.014 -0.422
C 1.584 -3.104 2.521 0.039
C 1.398 -2.742 1.255 -0.204
C 0.099 -2.373 0.609 -0.433
H -0.726 -2.961 1.016 0.206
H 0.156 -2.579 -0.462 0.206
C -0.215 -0.879 0.820 -0.407
C -1.508 -0.494 0.157 0.025
C -2.610 -0.293 0.870 -0.194
C -3.950 0.103 0.338 -0.426
H -4.719 -0.536 0.781 0.212
H -3.989 -0.021 -0.745 0.202
C -4.268 1.569 0.692 -0.425
C -3.273 2.486 0.054 -0.198
C -2.235 3.074 0.639 0.039
C -1.254 3.884 -0.163 -0.407
H -1.135 4.876 0.281 0.201
H -1.625 4.016 -1.181 0.201
C 0.113 3.188 -0.220 -0.433
C 1.028 3.874 -1.185 -0.193
C 1.913 3.281 -1.978 0.023
C 2.734 4.077 -2.952 -0.414
H 2.796 5.118 -2.630 0.207
H 3.748 3.674 -3.004 0.205
C 2.102 4.032 -4.359 -0.428
C 0.802 4.772 -4.375 -0.191
C -0.424 4.269 -4.303 0.025
C -1.629 5.165 -4.289 -0.629
H -2.245 4.987 -5.171 0.210
H -2.244 4.959 -3.413 0.207
H -1.344 6.214 -4.273 0.213
C -0.757 2.809 -4.223 -0.648
H -1.589 2.577 -4.888 0.213
H -1.063 2.559 -3.207 0.216
H 0.086 2.180 -4.487 0.213
H 0.911 5.849 -4.407 0.190
H 1.973 2.992 -4.660 0.200
H 2.790 4.505 -5.065 0.212
C 2.126 1.793 -1.992 -0.653
H 1.190 1.266 -2.171 0.215
H 2.833 1.510 -2.767 0.211
H 2.519 1.456 -1.032 0.221
H 0.933 4.952 -1.216 0.194
H 0.563 3.191 0.778 0.210
H -0.033 2.146 -0.507 0.207
C -1.911 2.951 2.100 -0.662
H -1.315 2.056 2.277 0.225
H -2.811 2.881 2.705 0.217
H -1.339 3.813 2.435 0.211
H -3.419 2.629 -1.010 0.189
H -4.263 1.679 1.776 0.200
H -5.271 1.808 0.328 0.210
H -2.561 -0.378 1.949 0.190
C -1.474 -0.400 -1.344 -0.660
H -0.462 -0.541 -1.715 0.209
H -2.110 -1.160 -1.796 0.221
H -1.830 0.575 -1.674 0.223
H 0.606 -0.285 0.409 0.202
H -0.268 -0.685 1.892 0.206
H 2.266 -2.665 0.612 0.191
C 0.495 -3.215 3.542 -0.662
H 0.570 -4.170 4.061 0.229
H -0.493 -3.130 3.100 0.212
H 0.607 -2.423 4.283 0.217
H 3.030 -3.280 4.089 0.201
H 3.705 -2.828 2.517 0.212
H 2.756 -5.920 4.589 0.191
C 0.749 -7.565 4.021 -0.632
H 1.171 -7.553 5.022 0.211
H -0.301 -7.277 4.082 0.209
H 0.790 -8.584 3.636 0.211
H 1.666 -7.286 1.068 0.220
H 1.021 -5.652 1.249 0.230
H 0.008 -7.050 1.616 0.212